A 2-piece molecular cluster, C24H37N4O7PS2 overall in a non-equilibrium geometry. Source: OMol25; level of theory: the ωB97M-V functional and the def2-TZVPD basis.

Element x y z (Å)
H1 5.5897 -0.4811 -0.8044
H2 -4.9241 1.8840 -0.0371
C1 2.6287 0.2963 -2.6403
H3 -3.1440 -3.6361 -0.3895
H4 3.4661 0.8031 1.1836
H5 5.7218 -1.4603 1.1854
H6 -1.9812 5.4604 4.8227
H7 -5.2040 -2.4282 -1.8401
C2 3.0050 -1.8028 -1.2808
N1 0.2020 -3.1807 3.4817
C3 0.2388 -4.3155 -0.7733
N2 -3.7149 -1.1251 -1.0767
C4 1.9557 -2.6435 -1.5086
O1 4.7463 1.8418 -2.0626
H8 4.5352 -0.7038 -2.3662
C5 2.0506 -3.4031 0.7237
O2 4.7356 -3.3035 2.4581
C6 3.6671 2.1241 -1.6188
O3 3.2782 -1.6818 3.0535
O4 -3.7058 3.7024 1.0495
H9 -0.7314 4.9198 3.7088
O5 -3.1421 3.6940 3.1675
C7 3.6372 3.5992 0.4060
C8 -2.2057 3.4127 4.2143
H10 -1.6059 2.5359 3.9678
H11 -1.1695 -4.1024 0.8521
H12 -4.6664 -0.3214 0.5719
C9 -1.3493 4.6144 4.5532
C10 -2.8271 3.6028 1.8620
H13 -0.6930 4.3855 5.3928
H14 2.2341 3.6524 -1.2494
C11 3.8030 -2.5281 2.3357
S1 -1.2930 -0.1039 -1.6738
C12 0.8380 -3.6725 2.6489
H15 -5.7909 -0.8015 -3.7897
H16 0.0784 -4.3787 -1.8489
H17 -1.3557 2.8567 0.5320
S2 -2.1905 -2.7982 -2.4501
C13 -0.9967 -3.6603 -0.1297
C14 -4.9090 -1.3829 -1.9245
H18 3.8540 4.2052 -1.6722
H19 -4.7182 1.3142 -1.7057
H20 -0.9697 4.4306 1.2441
H21 -4.2070 -0.0685 -3.5203
H22 2.8412 3.1452 0.9935
H23 1.5961 -0.0004 -2.8100
C15 -2.2491 -3.8390 -0.9724
O6 2.6580 1.2092 -1.5504
H24 -3.3688 1.9629 -0.8116
H25 3.7559 4.6386 0.6923
C16 -4.2643 1.3579 -0.7182
H26 -2.8227 3.1421 5.0690
H27 4.5369 3.0312 0.6261
H28 3.0028 0.7888 -3.5367
H29 1.4942 -2.6499 -2.4852
N3 4.4578 0.6933 1.0228
C17 1.4398 -3.4678 -0.5064
C18 3.1172 -2.5754 0.9655
C19 -3.8986 -0.0115 -0.1379
N4 3.5654 -1.7665 -0.0318
C20 -2.4976 -1.2093 -1.6738
C21 -4.7941 -0.9736 -3.3870
P1 4.8992 -0.6443 0.4042
H30 -2.9846 0.0917 0.4421
C22 3.2957 3.4762 -1.0909
H31 0.3840 -5.3333 -0.4153
H32 -4.3548 -1.7733 -3.9781
H33 3.3620 -1.5683 -3.3112
H34 -5.7204 -0.8145 -1.4761
H35 -2.3285 -4.8596 -1.3482
H36 -0.7562 2.9421 2.1834
C23 3.4823 -0.9499 -2.4208
H37 -0.8193 -2.5952 0.0190
C24 -1.3812 3.4428 1.4487
O7 1.5809 -4.2419 1.7424

Computed properties:
HOMO-LUMO gap	7.8	eV
LUMO level	-0.033	Ha
M	588.69	u